C32H44B2CdF4N8O2Si3 as an isolated structure, computed with the ωB97M-V functional and the def2-TZVPD basis.

Last column: Löwdin charge in e.
Positions of all 96 atoms, in Å:
Si 2.922 -0.211 3.020  0.3239
C 1.080 0.757 -4.233  -0.0556
H 5.048 -1.233 2.167  -0.0007
H 2.289 -2.097 4.540  0.0174
H -6.978 0.633 -3.278  0.1014
C -4.851 0.220 -0.697  -0.1285
H -6.689 1.298 -0.881  0.0964
C 2.122 -1.873 3.477  -0.2010
C 2.077 0.158 -1.703  -0.2766
C 0.079 -2.955 -2.102  -0.1994
N -2.810 -1.202 2.039  -0.0924
H 5.070 -1.201 3.950  0.0152
F -2.628 1.509 -2.624  0.0164
Si 2.216 2.400 1.624  0.3296
H -1.268 0.130 3.042  0.0576
H -5.254 -0.874 -4.309  0.1170
C -6.129 0.283 -2.704  -0.0652
C 4.782 -0.633 3.053  -0.1972
H 5.383 0.290 3.018  0.0207
B -2.886 2.584 -3.553  -1.1873
H 5.259 0.504 -1.292  0.0119
H 0.636 1.015 -5.187  0.1129
C -2.218 2.673 -0.003  -0.1583
H 1.387 -5.992 -1.442  0.0987
C 0.502 -3.150 0.140  -0.1493
H -2.399 -3.454 -0.171  0.0993
H 5.241 1.158 0.361  0.0187
C 0.970 -4.446 -0.010  -0.0642
O -0.316 -2.326 -4.356  0.0827
C -3.328 2.449 1.880  -0.1204
C -3.669 -3.208 1.666  -0.0834
H 0.298 3.696 2.579  0.0190
C 1.025 -4.983 -1.284  -0.0693
H 1.038 -1.839 3.313  0.0117
H -4.263 -4.106 1.741  0.0757
C -3.018 -1.796 -3.150  -0.4712
B -2.422 0.170 2.685  -0.4398
N -2.198 -1.679 0.935  -0.0370
H -3.939 2.538 2.767  0.1078
H -1.807 3.009 -0.944  0.0938
O -3.384 -2.666 -3.944  0.0220
H 1.615 3.564 3.766  0.0180
H 2.546 -2.706 2.896  0.0065
C 2.391 0.603 1.507  -0.4628
C -3.695 -2.101 2.502  -0.1140
C -2.714 -2.883 0.695  -0.1917
H 2.819 1.914 4.356  -0.0129
H 4.363 1.998 -0.932  0.0208
N -1.913 1.472 0.499  -0.0337
C 0.300 0.773 -3.095  -0.1548
H 0.739 2.826 -0.344  -0.0008
H 3.436 -2.324 -0.919  0.0193
N -2.616 1.333 1.658  -0.0989
C 4.631 1.004 -0.541  -0.2040
H 4.852 -1.740 -0.019  0.0206
H 0.531 2.185 3.472  0.0112
H 3.430 -2.322 0.856  -0.0026
C 0.588 -4.219 -2.355  -0.0055
C 1.685 3.238 0.017  -0.1859
C -4.073 -0.900 -2.536  -0.2180
C 2.658 0.847 4.569  -0.2005
N 0.058 -2.422 -0.879  0.0567
H -4.688 0.487 0.342  0.0958
C 3.755 -1.764 -0.032  -0.1869
H 3.932 -0.173 -2.714  0.0819
N 0.749 0.445 -1.866  -0.0063
H 1.290 -5.007 0.858  0.1015
H -0.749 1.037 -3.178  0.0747
H 4.248 2.943 3.011  0.0125
N -1.768 -1.573 -2.700  0.0622
C 2.396 0.365 -4.107  -0.0698
C 2.886 0.090 -2.840  -0.1008
C 1.057 3.019 2.991  -0.1954
H 2.432 3.098 -0.780  0.0162
C 3.858 3.285 2.038  -0.1984
H 0.472 -2.666 1.105  0.0960
C -5.180 -0.535 -3.285  -0.0056
Cd -1.303 -0.277 -0.769  1.4339
H -4.283 -1.895 3.386  0.1065
F -2.632 2.110 -4.867  0.0785
H 1.630 0.737 4.939  0.0288
H 3.725 4.376 2.087  0.0172
H 3.038 0.284 -4.978  0.0991
C -3.117 3.335 0.837  -0.0611
H 3.348 0.551 5.368  0.0214
H -3.198 0.367 3.600  0.0616
C -5.973 0.658 -1.377  -0.0621
N -3.905 -0.528 -1.268  0.0695
Si 3.072 0.017 -0.030  0.4131
F -1.998 3.652 -3.228  0.0651
H 1.549 4.317 0.168  0.0274
H 4.627 3.067 1.278  0.0029
F -4.238 2.992 -3.410  0.0786
H -3.545 4.314 0.699  0.0862
H 0.593 -4.580 -3.376  0.1150
C -0.681 -2.236 -3.205  -0.4791

Energy above the lowest of the compared OMol25 structures with the same formula, charge and spin   16.5 kcal/mol
Highest occupied orbital energy   -1.957 eV
Charge   -2
LUMO level   4.33 eV


One molecule with the formula C4H4S at a distorted geometry, computed with the ωB97M-V functional and the def2-TZVPD basis.

Last column: natural (NBO) charge in e.
Positions of all 9 atoms, in Å:
H -0.256 0.757 -1.453  0.1856
H 2.056 0.578 -0.112  0.2609
C -1.015 0.691 -0.498  -0.2703
C 0.554 -1.283 0.096  -0.1577
H -0.558 0.113 1.602  0.2195
C -0.286 -0.088 0.533  -0.3430
C 1.233 -0.171 0.120  -0.1556
S -2.246 1.731 -0.280  0.0274
H 0.519 -2.327 -0.008  0.2333

Structure (SMILES)   S=CC1C=C1
Energy above the lowest of the compared OMol25 structures with the same formula, charge and spin   82.8 kcal/mol
Highest occupied orbital energy   -8.538 eV
Charge   0
LUMO level   -0.17 eV


C8H8Cl3GeN3RuS2 as an isolated structure at a distorted geometry, computed with the ωB97M-V functional and the def2-TZVPD basis.

Last column: natural (NBO) charge in e.
Positions of all 26 atoms, in Å:
Ru -0.187 0.952 -1.178  0.8733
H -1.938 -1.681 2.743  0.2771
C 2.579 1.302 0.086  -0.2338
C -0.050 -0.346 1.432  0.2550
Cl 1.310 1.386 -5.103  -0.2479
N 0.665 0.313 0.593  -0.3480
S 1.954 1.878 -1.346  0.2524
C 4.746 0.567 1.676  -0.7495
N 1.973 0.592 0.918  -0.1859
Cl -1.266 2.227 -2.609  -0.0661
H 5.684 1.041 2.016  0.2984
H 4.051 0.558 2.462  0.2826
C -3.931 -1.088 0.065  -0.1634
N -1.784 -0.096 -0.205  -0.4893
H 0.465 -0.755 2.329  0.2851
H -4.903 -1.203 -0.402  0.2910
S 4.180 1.831 0.475  0.9582
C -3.581 -1.533 1.345  -0.0586
Cl -0.969 -1.077 -5.069  -0.2176
H -3.185 -0.088 -1.673  0.2405
H -4.256 -2.144 1.946  0.2906
C -3.004 -0.402 -0.683  0.1212
C -2.299 -1.271 1.801  -0.1298
C -1.420 -0.625 1.020  0.0825
Ge 0.231 0.079 -3.861  1.0743
H 4.934 -0.418 1.222  0.3076

Energy above the lowest of the compared OMol25 structures with the same formula, charge and spin   0.0 kcal/mol
<S²>   8.81
Multiplicity   6
Highest occupied orbital energy (spin up / spin down)   -19.050 / -20.376 eV
Charge   +3
LUMO level (spin up / spin down)   -11.86 / -14.28 eV


A 2-piece molecular cluster, C19H23N2 overall at a distorted geometry, computed with the ωB97M-V functional and the def2-TZVPD basis.

Last column: natural (NBO) charge in e.
Positions of all 44 atoms, in Å:
H 0.731 2.531 1.321  0.2246
H -1.579 -2.111 0.801  0.2468
C 0.812 1.284 -0.451  -0.0808
H -4.242 -2.837 0.057  0.2384
C 0.003 0.225 0.095  0.0710
H -3.911 0.070 -5.052  0.2387
H 1.841 1.170 4.275  0.1971
N 1.095 -1.013 2.926  -0.8328
C 1.698 3.559 -0.322  -0.2128
C -3.300 0.037 -4.151  -0.1783
H -3.114 -3.953 -0.758  0.2377
H 3.024 -2.839 3.155  0.2048
H -4.302 -3.025 -1.724  0.2357
C -3.480 -1.014 -3.241  -0.2207
H 0.640 -0.126 2.751  0.3367
C 3.057 -2.061 3.926  -0.6114
H 2.392 2.165 -3.372  0.2372
C 1.075 2.473 0.285  -0.1686
C 2.004 2.262 -2.354  -0.2086
C -2.660 -1.029 -2.117  0.1136
N -2.685 -1.905 -1.025  -0.2650
H 4.102 -1.925 4.244  0.2206
H 1.161 -1.570 2.077  0.3474
H 1.845 -0.183 5.424  0.2176
H 0.165 -0.078 1.118  0.2182
H 1.844 4.483 0.242  0.2396
C -1.559 1.012 -2.747  -0.1989
H -4.210 -1.807 -3.385  0.2309
C 1.343 1.189 -1.763  -0.1861
H 3.380 0.548 4.916  0.2255
H 3.047 -0.353 2.616  0.1579
C 2.438 -0.757 3.442  -0.0505
C -2.349 1.036 -3.907  -0.1803
C -3.639 -2.990 -0.853  -0.4217
H -2.224 1.843 -4.627  0.2351
C 2.144 3.467 -1.649  -0.1474
H 2.493 -2.422 4.795  0.2154
H 2.647 4.315 -2.120  0.2369
C -1.038 -0.408 -0.583  -0.1850
C -1.673 -0.047 -1.863  -0.0085
H 1.212 0.256 -2.316  0.2298
H -0.871 1.828 -2.533  0.2369
C 2.376 0.260 4.572  -0.6138
C -1.731 -1.559 -0.126  0.1771

Energy above the lowest of the compared OMol25 structures with the same formula, charge and spin   17.2 kcal/mol
Highest occupied orbital energy   -11.895 eV
Charge   +1
LUMO level   -5.14 eV


C15H11B2Cl2F4IrN3OSe as an isolated structure at a distorted geometry, computed with the ωB97M-V functional and the def2-TZVPD basis.

Last column: natural (NBO) charge in e.
Positions of all 40 atoms, in Å:
H 1.110 4.598 3.621  0.0311
N 1.072 2.004 1.578  -0.6456
C -0.515 -3.045 3.229  -0.1948
C 0.712 2.800 2.335  0.5049
H -1.313 1.571 -0.469  0.2429
C 0.739 -1.491 1.875  0.3476
C 1.407 -1.007 -4.223  -0.2457
C 1.000 -1.084 -2.901  -0.2170
H -0.702 4.464 2.764  0.0193
H -2.312 -1.282 -3.477  0.2021
C -2.881 -0.661 1.554  -0.1041
Cl -3.185 -3.070 3.547  0.0267
F 3.157 1.782 -0.488  -0.5236
Ir 1.429 0.632 0.210  1.1855
H -0.502 -3.883 3.912  0.2512
H 0.694 -0.902 -6.244  0.2065
H 2.451 -0.937 -4.493  0.2414
C -0.503 -0.949 1.487  0.0725
Cl 2.187 -3.306 3.223  0.0553
O 1.830 -0.932 1.365  -0.6304
H -3.856 -0.940 1.930  0.2448
B 2.550 2.314 -1.750  1.3598
N -0.880 -1.085 -4.939  -0.3824
H -0.709 -1.254 -1.585  0.2238
C 0.419 -0.992 -5.200  0.0504
C -1.705 -2.468 2.882  -0.0682
N -0.395 0.081 0.595  -0.3435
C -1.466 0.751 0.221  0.0829
C -1.248 -1.191 -3.663  0.0416
F 3.094 1.601 -2.786  -0.5327
C 0.714 -2.563 2.734  -0.1148
F 2.654 3.645 -1.808  -0.5035
F 1.146 1.888 -1.595  -0.5275
C -0.355 -1.179 -2.605  -0.2631
Se 2.295 -1.016 -1.512  0.5212
H -0.244 3.257 4.301  0.0198
C -2.739 0.388 0.687  -0.2558
C -1.740 -1.373 1.986  -0.0298
B 0.182 3.875 3.351  -0.5944
H -3.593 0.957 0.351  0.2454

Energy above the lowest of the compared OMol25 structures with the same formula, charge and spin   0.0 kcal/mol
<S²>   0.76
Multiplicity   2
Highest occupied orbital energy (spin up / spin down)   -8.934 / -8.908 eV
Charge   0
LUMO level (spin up / spin down)   -1.53 / -3.70 eV


A 2-piece molecular cluster, C3H10N2O2 overall at a distorted geometry, computed with the ωB97M-V functional and the def2-TZVPD basis.

Last column: natural (NBO) charge in e.
Positions of all 17 atoms, in Å:
C 2.992 -0.295 -0.276  -0.2680
H -1.775 -1.305 -0.149  0.1801
H 1.722 1.931 1.443  0.3084
N -0.838 1.143 0.801  -0.0246
O 2.318 0.216 0.799  -0.3738
O -1.376 -0.015 1.461  -0.3676
H -3.224 -0.428 0.570  0.1766
H -2.432 -1.703 1.460  0.2073
H -2.158 1.067 -0.919  0.2008
C -2.184 -0.919 0.704  -0.2828
N 1.848 1.502 0.524  -0.2350
C -1.083 1.315 -0.610  -0.5223
H -0.669 2.212 -0.996  0.2357
H 2.837 0.467 -1.149  0.1966
H 4.074 -0.461 -0.051  0.1889
H 2.448 -1.219 -0.580  0.1797
H -0.603 0.504 -1.193  0.1999

Energy above the lowest of the compared OMol25 structures with the same formula, charge and spin   197.4 kcal/mol
Highest occupied orbital energy (spin up / spin down)   -8.449 / -8.770 eV
Charge   0
LUMO level (spin up / spin down)   0.57 / 0.61 eV


C3H12N2O as an isolated structure at a distorted geometry, computed with the ωB97M-V functional and the def2-TZVPD basis.

Last column: natural (NBO) charge in e.
Positions of all 18 atoms, in Å:
N -1.319 -0.762 -0.374  -0.8378
C 0.427 2.357 0.705  0.2351
H -2.031 -0.906 -1.076  0.3708
C -0.320 -1.858 -0.333  -0.2157
H 1.113 1.198 -1.238  0.3758
H 0.254 -1.085 1.596  0.2258
H 0.921 3.241 0.272  0.0963
H -0.848 -2.773 -0.062  0.1760
N 0.190 1.443 -0.893  -0.9437
H -0.649 2.486 0.916  0.0907
H 0.131 -1.934 -1.320  0.1904
H -0.376 0.540 -0.604  0.4299
H 1.261 -2.467 1.026  0.2134
O 1.124 1.647 1.455  -0.7481
H 1.456 -0.845 0.374  0.2237
C 0.725 -1.564 0.741  -0.6253
H -0.236 1.929 -1.684  0.3686
H -1.822 -0.647 0.498  0.3741

Energy above the lowest of the compared OMol25 structures with the same formula, charge and spin   34.2 kcal/mol
Highest occupied orbital energy   -7.844 eV
Charge   0
LUMO level   0.76 eV


> Which of these has the highest energy above the lowest of the compared OMol25 structures with the same formula, charge and spin?

C3H10N2O2